1.
A 2-piece molecular cluster, C6H14 overall, computed with wB97M-V/def2-TZVPD.

## Properties
**Total energy**: -236.9385 hartree
**Charge**: 0
**Largest force on an atom**: 0.75 eV Å⁻¹
**SMILES string**: C=C(C)C(C)C.[H][H]
**Kohn-Sham gap**: 0.3727 Eh
**ΔE to the lowest compared entry with this formula, charge and spin**: 1.984 eV
**E_HOMO**: -9.0 eV

```
20
Properties=species:S:1:pos:R:3:forces:R:3:lowdin_charge:R:1
C -1.711 1.042 -0.372 0.2 -0.1 -0.1 -0.007
C -0.756 0.123 -0.221 -0.1 0.2 -0.3 -0.456
C -0.997 -1.314 -0.604 0.0 0.0 -0.1 -0.069
C 0.650 0.538 0.188 0.0 0.1 0.0 -0.410
C 1.451 -0.416 1.089 -0.1 0.0 0.0 -0.087
C 1.396 0.773 -1.128 0.1 0.0 -0.1 -0.075
H -1.539 2.086 -0.117 0.0 -0.1 -0.1 0.071
H -2.704 0.774 -0.727 0.1 0.0 0.0 0.068
H -0.698 -1.453 -1.648 0.0 -0.1 0.1 0.086
H -2.055 -1.578 -0.519 0.2 0.1 -0.1 0.081
H -0.423 -2.025 0.002 -0.1 0.2 0.0 0.070
H 0.568 1.495 0.722 0.0 -0.1 -0.2 0.132
H 1.615 -1.393 0.619 -0.1 0.2 0.0 0.073
H 0.982 -0.583 2.065 0.0 0.0 -0.2 0.060
H 2.443 0.016 1.274 -0.2 -0.1 0.0 0.078
H 0.801 1.430 -1.770 0.2 0.0 0.0 0.081
H 2.380 1.222 -0.965 0.0 -0.1 0.0 0.078
H 1.533 -0.180 -1.655 0.0 0.2 0.0 0.083
H -1.613 -0.021 1.655 0.0 -0.4 0.7 0.065
H -1.322 -0.537 2.112 -0.2 0.0 0.4 0.079
```
Positions in Å, forces in eV/Å.


2.
A 2-piece molecular cluster, C6H14 overall, computed with wB97M-V/def2-TZVPD.

## Properties
**Total energy**: -236.9825 hartree
**Charge**: 0
**Largest force on an atom**: 0.86 eV Å⁻¹
**SMILES string**: C1CCCCC1.[H][H]
**Kohn-Sham gap**: 0.4349 Eh
**ΔE to the lowest compared entry with this formula, charge and spin**: 0.785 eV
**E_HOMO**: -10.6 eV

```
20
Properties=species:S:1:pos:R:3:forces:R:3:lowdin_charge:R:1
C -0.879 -0.678 -0.655 -0.2 -0.2 -0.1 -0.230
C -1.217 0.442 0.330 -0.3 0.0 0.1 -0.227
C -0.355 1.679 0.070 -0.1 0.3 0.1 -0.223
C 1.134 1.331 0.125 0.2 0.2 0.1 -0.223
C 1.472 0.211 -0.860 0.3 0.0 -0.1 -0.223
C 0.610 -1.026 -0.600 0.1 -0.3 -0.1 -0.227
H -1.131 -0.342 -1.680 0.0 -0.2 0.3 0.115
H -1.489 -1.576 -0.436 0.2 0.4 -0.2 0.101
H -1.027 0.083 1.360 -0.1 0.1 -0.3 0.106
H -2.291 0.703 0.258 0.4 -0.1 0.1 0.110
H -0.590 2.470 0.808 0.1 -0.3 -0.4 0.110
H -0.593 2.077 -0.936 0.1 -0.1 0.4 0.115
H 1.744 2.229 -0.093 -0.2 -0.4 0.2 0.110
H 1.385 0.995 1.150 0.0 0.2 -0.3 0.115
H 1.281 0.570 -1.890 0.1 -0.1 0.3 0.115
H 2.545 -0.050 -0.788 -0.5 0.1 -0.1 0.110
H 0.844 -1.817 -1.338 -0.1 0.3 0.4 0.111
H 0.847 -1.424 0.406 0.0 0.1 -0.4 0.106
H -1.193 -3.183 2.676 0.1 0.5 -0.6 0.024
H -1.098 -2.694 2.093 -0.1 -0.5 0.6 0.004
```
Positions in Å, forces in eV/Å.


3.
C6H14AlO2 as an isolated structure at a distorted geometry, computed with wB97M-V/def2-TZVPD.

## Properties
**Total energy**: -629.4054 hartree
**Charge**: +1
**Largest force on an atom**: 1.90 eV Å⁻¹
**Kohn-Sham gap**: 0.1175 Eh
**ΔE to the lowest compared entry with this formula, charge and spin**: 6.259 eV
**E_HOMO**: -12.2 eV

```
23
Properties=species:S:1:pos:R:3:forces:R:3:lowdin_charge:R:1
Al -16.556 -25.305 -28.739 0.1 -0.4 0.8 1.026
C -15.959 -23.107 -24.245 1.0 0.3 0.5 -0.018
C -16.504 -24.356 -24.955 -1.1 0.8 -1.3 -0.557
C -17.991 -24.172 -25.268 -0.4 -1.1 0.2 -0.058
O -15.751 -24.683 -26.031 -0.5 -0.6 0.0 -0.121
H -14.899 -23.234 -24.027 0.0 0.1 0.0 0.091
H -16.472 -22.915 -23.304 -0.2 -0.2 -0.1 0.095
H -16.083 -22.240 -24.893 0.0 -0.1 -0.1 0.093
H -16.455 -25.168 -24.202 0.5 -0.3 0.2 0.183
H -18.365 -25.062 -25.787 0.1 0.1 -0.2 0.052
H -18.235 -23.294 -25.865 0.2 0.1 0.1 0.092
H -18.579 -24.178 -24.349 0.1 0.4 0.1 0.093
C -18.190 -28.053 -25.836 -0.2 0.2 -0.2 -0.049
C -17.611 -28.797 -27.019 0.3 1.5 0.5 -0.542
C -18.543 -29.978 -27.403 -0.3 -1.0 -0.8 0.006
O -17.294 -28.027 -28.081 -0.3 0.2 0.2 -0.112
H -19.140 -27.616 -26.152 -0.1 0.1 0.3 0.098
H -17.516 -27.254 -25.516 0.0 0.0 -0.1 0.065
H -18.358 -28.724 -24.995 -0.1 0.0 0.0 0.094
H -16.641 -29.224 -26.684 0.1 -0.7 -0.2 0.185
H -18.753 -30.566 -26.512 0.4 0.0 0.1 0.096
H -18.113 -30.591 -28.193 0.2 -0.1 0.2 0.092
H -19.516 -29.660 -27.780 0.2 0.6 0.1 0.096
```
Positions in Å, forces in eV/Å.


4.
C6H14BiMgO4 as an isolated structure at a distorted geometry, computed with wB97M-V/def2-TZVPD.

## Properties
**Total energy**: -950.7082 hartree
**Charge**: +4
**Largest force on an atom**: 6.92 eV Å⁻¹
**Kohn-Sham gap (spin up / spin down)**: 0.2366 / 0.2644 Eh
**Spin multiplicity**: 2
**ΔE to the lowest compared entry with this formula, charge and spin**: 2.782 eV
**⟨S²⟩**: 0.76
**E_HOMO (spin up / spin down)**: -22.8 / -23.8 eV

```
26
Properties=species:S:1:pos:R:3:forces:R:3:lowdin_charge:R:1
O -2.804 0.403 -2.005 1.2 3.3 2.5 -0.344
Mg -4.422 1.141 -2.688 -0.2 -0.1 -0.1 1.648
C -2.101 -0.742 -2.439 5.5 -1.0 1.9 -0.112
H -2.165 -1.611 -1.772 -1.4 0.1 -0.4 0.099
H -0.864 -0.470 -1.957 -3.7 -1.1 -3.3 0.152
H -2.247 -0.961 -3.502 0.4 0.1 0.3 0.116
O 0.290 0.172 -0.856 -2.5 3.6 -1.3 -0.436
C -0.276 1.356 -0.487 0.1 0.6 -1.2 -0.167
C 0.043 1.852 0.901 -0.9 1.1 -0.4 -0.101
O 0.362 0.700 1.686 -1.1 0.4 0.1 -0.328
C 0.991 0.909 2.946 1.1 0.5 2.2 -0.094
C 1.368 -0.463 3.453 -0.6 0.4 1.5 -0.108
O 2.022 -1.168 2.387 0.2 0.7 3.3 -0.502
C 2.642 -2.387 2.805 1.0 -1.9 0.6 0.012
Bi 1.341 -0.692 0.537 3.8 -4.8 -3.2 2.277
H -1.939 1.014 -1.296 -2.6 -1.5 -1.7 0.242
H -0.200 2.157 -1.239 -0.3 -0.3 0.0 0.168
H -0.798 2.397 1.351 0.2 -0.2 0.0 0.180
H 0.915 2.530 0.894 -0.1 -0.1 -0.1 0.179
H 0.303 1.397 3.648 0.1 -0.1 -0.2 0.187
H 1.880 1.543 2.811 -0.2 0.0 -0.1 0.173
H 0.480 -1.036 3.755 0.3 0.0 0.0 0.172
H 2.054 -0.373 4.306 -0.2 0.0 -0.1 0.184
H 3.054 -2.873 1.916 0.0 0.0 0.1 0.119
H 3.448 -2.158 3.513 -0.2 0.0 -0.2 0.145
H 1.898 -3.038 3.280 0.1 0.2 -0.1 0.140
```
Positions in Å, forces in eV/Å.


5.
C6H14BrIO2Ta as an isolated structure at a distorted geometry, computed with wB97M-V/def2-TZVPD.

## Properties
**Total energy**: -3316.1453 hartree
**Charge**: -1
**Largest force on an atom**: 1.19 eV Å⁻¹
**Kohn-Sham gap**: 0.2906 Eh
**E_HOMO**: -5.3 eV

```
25
Properties=species:S:1:pos:R:3:forces:R:3:lowdin_charge:R:1
O -1.845 -1.250 4.275 -0.4 0.4 -0.6 0.053
C -2.086 -0.578 3.300 0.1 -0.4 0.6 -0.393
O -2.643 -1.042 2.186 0.3 -0.2 0.0 -0.049
C -2.069 -0.519 0.924 -0.2 0.2 -0.2 -0.305
C -1.309 -1.592 0.179 0.1 -0.2 0.2 -0.415
Ta -0.141 -0.721 -1.582 -0.9 -0.2 -0.8 1.121
Br -2.078 -1.198 -3.326 0.6 0.4 0.6 -0.242
C 1.606 -0.211 -0.278 -0.2 0.2 -0.4 -0.454
C 2.494 0.994 -0.626 0.1 0.0 0.1 -0.438
C 1.773 2.348 -0.615 0.2 0.1 0.4 -0.700
I 1.717 3.323 -2.521 -0.1 0.0 0.0 0.647
H -1.901 0.510 3.284 0.2 0.0 -0.1 0.137
H -2.920 -0.160 0.340 0.1 0.0 0.1 0.105
H -1.442 0.343 1.175 -0.1 -0.1 0.1 0.077
H -2.035 -2.317 -0.213 0.2 0.0 0.0 0.027
H -0.679 -2.136 0.892 0.1 0.1 -0.1 0.043
H 0.515 -2.457 -1.767 0.0 0.1 0.2 -0.154
H 0.969 -0.327 -3.009 0.3 -0.4 0.2 -0.154
H -0.767 1.013 -1.293 -0.1 0.1 0.3 -0.126
H 2.237 -1.110 -0.350 -0.2 0.0 0.0 0.028
H 1.288 -0.143 0.775 -0.1 0.0 -0.1 0.041
H 3.305 1.072 0.115 0.0 0.0 -0.1 0.089
H 2.972 0.823 -1.595 -0.1 0.0 0.1 0.056
H 2.299 3.073 0.010 -0.1 -0.1 -0.1 0.019
H 0.740 2.262 -0.282 0.1 0.0 -0.2 -0.012
```
Positions in Å, forces in eV/Å.


6.
A 2-piece molecular cluster, C6H14Cl overall at a distorted geometry, computed with wB97M-V/def2-TZVPD.

## Properties
**Total energy**: -697.1257 hartree
**Charge**: 0
**Largest force on an atom**: 1.30 eV Å⁻¹
**Kohn-Sham gap (spin up / spin down)**: 0.2963 / 0.4348 Eh
**Spin multiplicity**: 2
**ΔE to the lowest compared entry with this formula, charge and spin**: 0.317 eV
**⟨S²⟩**: 0.75
**E_HOMO (spin up / spin down)**: -7.3 / -11.2 eV

```
21
Properties=species:S:1:pos:R:3:forces:R:3:lowdin_charge:R:1
Cl -2.860 2.096 3.858 -0.2 -0.2 0.5 0.274
H -2.381 2.628 2.818 0.2 0.2 -0.5 -0.276
C 0.073 1.466 -1.383 -0.2 0.2 -0.6 -0.180
H -0.837 1.267 -1.955 0.4 -0.1 0.2 0.102
C 0.551 2.842 -1.293 -0.4 1.2 0.1 -0.139
C 0.776 0.418 -0.672 0.0 -0.8 0.5 -0.258
C -0.196 -0.657 -0.156 0.0 -0.1 0.0 -0.226
C 0.541 -1.920 0.240 0.4 -0.2 0.2 -0.287
C -0.169 -3.181 0.723 0.0 -0.1 0.0 -0.116
H -0.383 3.413 -1.222 0.3 0.7 0.0 0.070
H 1.164 3.049 -0.392 -0.3 -0.2 -0.5 0.079
H 1.102 3.247 -2.163 -0.1 -0.3 0.1 0.079
H 1.555 -0.038 -1.314 -0.1 -0.1 0.2 0.125
H 1.293 0.912 0.169 0.1 -0.5 -0.1 0.116
H -0.739 -0.233 0.692 -0.1 -0.1 0.1 0.113
H -0.935 -0.854 -0.934 -0.1 -0.1 -0.1 0.108
H 1.159 -2.222 -0.609 0.1 0.1 -0.1 0.103
H 1.232 -1.633 1.033 0.3 0.0 0.0 0.107
H 0.607 -3.942 0.857 -0.2 0.0 0.0 0.068
H -0.661 -3.070 1.692 -0.1 0.2 -0.1 0.068
H -0.889 -3.588 0.010 0.0 0.2 0.0 0.068
```
Positions in Å, forces in eV/Å.


Q: Look up the charge of the fifth one.
A: -1